A structure of composition C29H69ClCuN4O12, computed with ωB97M-V/def2-TZVPD.

Atoms and positions in Å:
C1 3.24169 0.86500 2.99078
C2 8.33833 0.33971 -1.63893
N1 7.01947 0.07131 -1.03840
H1 0.60284 -0.39345 3.54012
H2 9.70641 2.24088 1.72616
H3 5.02971 -0.45259 -1.62567
H4 -5.47611 -3.33255 -5.01533
H5 7.47922 -3.29955 -4.53868
H6 -6.20761 -2.08844 -4.06920
O1 7.41604 -1.36721 -3.79044
Cu1 -1.09047 -0.42510 -3.63876
H7 10.22517 1.14320 -0.94834
H8 -6.08686 -1.29545 -1.88125
C3 -0.24863 3.39220 1.88367
O2 0.66037 -0.06426 0.56912
H9 3.35566 2.59069 3.87830
C4 8.13027 -2.52200 -4.13078
H10 1.82678 -0.41105 5.73927
C5 -0.36580 -0.34272 4.04807
H11 -2.49323 -1.33293 -0.73630
H12 -4.10350 1.01179 -6.23731
H13 8.86958 -2.23722 -4.88236
H14 -1.89229 -2.25191 -2.10550
C6 -5.55214 3.56504 -0.69835
H15 -3.42476 0.98443 2.32238
H16 -2.82958 -3.72712 3.04107
C7 -1.69481 2.94884 1.99872
H17 -3.61220 -1.60510 2.01419
H18 -0.74637 0.67982 4.04079
H19 -1.02259 -2.38054 3.55993
O3 0.54522 1.25505 -1.39455
H20 4.05681 0.64838 1.05525
C8 -3.69714 -1.74956 3.09355
O4 0.39529 -1.00125 -1.63461
N2 -2.67906 -0.95392 3.75354
H21 1.79963 4.49327 1.18917
O5 3.88429 2.10858 3.23699
C9 -4.23132 -0.13124 -4.42397
H22 -5.33968 1.70445 1.06150
Cl1 1.01370 0.03086 -0.82741
H23 -1.28671 -1.20964 2.29643
H24 -4.92108 -3.51972 -2.69343
H25 -1.26921 1.17975 1.21793
H26 -5.32505 4.36534 -1.40343
H27 -5.44014 1.42323 -3.40802
H28 5.95616 0.45092 -2.79409
O6 0.00705 3.89348 0.60155
H29 0.41009 2.54180 2.11099
H30 8.75346 -2.90634 -3.31461
O7 -2.83130 0.61169 -2.55298
H31 8.84475 3.68975 1.19568
C10 -3.32522 1.35419 1.29594
H32 -4.66614 -1.36043 3.42024
H33 3.18834 0.32747 3.94407
C11 -5.10230 -1.14578 -1.43037
H34 -2.26616 3.86443 1.83092
H35 -3.41961 0.47893 0.64852
H36 -2.58360 0.31866 -5.76964
H37 -5.01560 -0.09059 -1.16664
O8 -0.17960 -0.80443 5.38984
C12 4.07743 0.09021 1.99196
O9 -4.36325 2.89482 -0.37583
H38 -4.49957 3.08144 1.71244
C13 6.02968 -0.34952 -2.04664
C14 -1.29928 -1.33858 3.38352
C15 1.38259 3.98131 0.31260
H39 -5.93499 1.01992 -5.00662
H40 8.79379 -0.52380 -2.11742
O10 8.58869 2.09098 -0.06337
H41 8.27481 1.07748 -2.45239
C16 6.40825 -1.62527 -2.79990
H42 -2.99356 -3.06768 -1.09715
C17 9.21506 0.93775 -0.57914
N3 -1.98071 1.88259 1.04151
H43 1.59930 4.54376 -0.59297
H44 -3.25102 1.79521 -4.91187
O11 -3.77546 -3.39752 4.86214
H45 -3.51107 -3.33556 -3.66296
H46 5.11949 0.05146 2.31549
C18 -5.54709 0.57318 -4.08655
C19 0.83170 -0.16362 6.11827
O12 2.43658 -0.01209 -0.95006
C20 -3.95151 -1.55879 -2.36853
H47 6.74258 0.96150 -0.64287
H48 3.72672 -0.92039 1.79118
H49 -5.23506 -1.11275 -6.13991
H50 6.82794 -2.39800 -2.14874
H51 2.24154 0.98785 2.56667
H52 -2.77512 -1.24193 4.72652
H53 -4.79479 -5.14650 5.03161
H54 -6.32063 2.89479 -1.09636
C21 -2.77604 -2.07025 -1.48547
C22 -4.58680 -1.38787 -5.30586
H55 -3.66767 -1.82061 -5.71231
H56 -5.16876 -1.68722 -0.48270
H57 -3.05649 -5.35686 4.73362
C23 -4.34150 -2.76616 -3.23554
C24 9.39540 2.81395 0.85191
H58 10.24027 3.26205 0.31995
H59 -3.67082 -4.80490 6.35074
N4 -3.46345 -0.48522 -3.23585
C25 -3.46350 0.83201 -5.37022
H60 -4.57823 -3.72248 2.98721
H61 1.78673 2.96987 0.21768
H62 -6.31984 -0.02494 -3.60435
C26 -3.79802 -4.76467 5.27215
H63 0.74024 -0.43806 7.16923
H64 -0.03863 4.10983 2.69007
H65 -5.97814 4.06510 0.18033
H66 -1.73454 2.72289 3.07636
H67 9.27481 0.17181 0.20505
H68 0.68871 0.92353 6.10729
H69 5.52255 -2.04188 -3.28689
C27 -4.44514 2.32427 0.92285
C28 -5.23831 -2.43182 -4.44238
C29 -3.71631 -3.23561 3.45725

Summary:
* orbital gap: 5.678 eV
* E_HOMO: -3.66 eV
* net charge: -1
* E: -4368.45117 a.u.
* spin multiplicity: 1

Results of the Löwdin charge analysis, in e, for atoms 1 through 5: -0.329 -0.220 -0.039 0.106 0.087